Entry 1:
Computed, not measured: a gas-phase ion, C4H5O3 (charge +1) at a distorted geometry, with ωB97M-V/def2-TZVPD.

```
12
Properties=species:S:1:pos:R:3:forces:R:3
C 0.945532 -0.982681 1.048192 1.206 -1.581 0.012
C -1.034786 -0.214635 -0.487011 -0.528 0.535 -1.079
C 0.133585 0.617321 -1.055880 -0.401 -0.380 -0.581
C 0.539403 0.404018 1.122562 -0.368 1.133 0.415
O -0.663736 -0.444843 0.881970 -0.829 0.176 0.765
O 0.683202 1.243146 0.103174 0.432 0.006 0.381
O 1.265757 -2.068565 1.016473 0.201 0.381 -0.030
H -1.976520 0.341579 -0.461578 0.216 -0.108 -0.003
H -1.176936 -1.167675 -0.998890 0.070 0.082 0.164
H 0.882683 -0.018380 -1.541463 0.010 0.122 0.095
H -0.177147 1.409916 -1.736442 0.028 -0.168 0.084
H 0.578964 0.880798 2.108891 -0.035 -0.198 -0.223
```
Positions in Å, forces in eV/Å.

The calculation puts the frontier orbital gap at 11.3697 eV. The spin multiplicity is 1. The total energy comes out at -10361.0621 eV. The value obtained for the LUMO energy is -5.528 eV. The charge is +1.


Entry 2:
Computed, not measured: a molecular structure, C4H5O3Yb at a distorted geometry, with ωB97M-V/def2-TZVPD.

```
13
Properties=species:S:1:pos:R:3:forces:R:3
O -0.387831 0.821214 -0.765324 2.319 -2.714 1.703
C -1.568360 0.473719 -0.325119 0.427 0.102 0.717
C -2.297462 0.957080 0.693748 -0.113 -0.159 -0.965
H -3.353076 0.670620 0.701960 0.237 0.231 0.428
H -1.880718 1.786540 1.278358 -0.301 -0.224 0.096
C 0.862177 -0.426465 -0.271568 2.984 -0.600 -4.904
O 0.632645 -1.656347 -0.330459 -1.808 2.835 1.790
Yb -1.164862 -1.760205 1.173237 -0.546 -0.289 -0.092
O 2.057377 0.026474 -0.544156 -4.168 1.722 1.344
C 2.979684 -0.821593 -1.244476 1.358 -1.366 -0.432
H 3.231274 -1.682925 -0.615673 0.077 0.302 -0.125
H 2.544533 -1.180450 -2.184455 -0.181 0.282 0.248
H 3.853852 -0.197840 -1.446780 -0.287 -0.122 0.194
```
Positions in Å, forces in eV/Å.

The calculation puts the frontier orbital gap (alpha / beta) at 6.8458 / 8.2184 eV. The spin multiplicity is 2. The total energy comes out at -41878.3198 eV. The value obtained for the LUMO energy (alpha / beta) is -10.724 / -10.681 eV. The charge is +2.


Entry 3:
Computed, not measured: a single C4H5OP molecule at a distorted geometry, with ωB97M-V/def2-TZVPD.

```
11
Properties=species:S:1:pos:R:3:forces:R:3
O 2.029483 -2.226802 0.863436 1.517 -1.641 -0.499
P 1.049344 -1.318084 1.414001 -1.497 2.241 -0.530
C 0.671883 -0.134077 -0.060292 -1.411 -0.102 2.031
C -0.558341 -0.654061 -0.720246 -1.385 -0.236 -0.526
C -1.379198 0.354897 -0.311436 0.728 1.554 -0.528
C -0.142813 1.123272 0.275316 -1.564 0.267 -0.279
H 1.483728 0.118614 -0.625922 2.441 -0.088 -1.633
H -0.653451 -1.554229 -1.348758 -0.277 0.495 0.432
H -2.386854 0.866336 -0.536290 1.477 -1.682 0.366
H 0.030552 2.092278 -0.276247 0.284 -1.216 0.391
H -0.144333 1.331856 1.326437 -0.314 0.408 0.776
```
Positions in Å, forces in eV/Å.

The calculation puts the frontier orbital gap at 8.3625 eV. The spin multiplicity is 1. The total energy comes out at -15562.7132 eV. The SMILES is O=P[C@H]1C=CC1. The value obtained for the LUMO energy is -0.531 eV. The charge is 0.


Entry 4:
Computed, not measured: 2 unconnected molecules or ions with the total composition C4H5P at a distorted geometry, with ωB97M-V/def2-TZVPD.

```
10
Properties=species:S:1:pos:R:3:forces:R:3
C 0.938925 0.205796 0.135124 0.472 0.499 0.304
C -2.075566 0.491077 -0.393216 5.260 0.567 0.773
C 0.059604 1.017654 -0.351580 -4.969 0.894 -0.428
C 1.054999 -1.123246 0.645707 -0.374 -3.643 0.558
P 2.503634 0.004374 0.942249 -0.014 0.114 0.094
H -2.247667 1.351609 -0.945160 -1.264 1.175 -0.912
H -1.984702 -0.518536 -0.673172 -0.613 -1.065 -0.247
H 0.010612 2.078356 -0.651140 0.668 -0.815 0.347
H 0.357604 -1.648398 1.463381 1.605 1.532 -1.750
H 1.382556 -1.858686 -0.172193 -0.769 0.742 1.262
```
Positions in Å, forces in eV/Å.

The calculation puts the frontier orbital gap (alpha / beta) at 7.8372 / 7.5428 eV. The spin multiplicity is 1. The total energy comes out at -13509.5630 eV. The value obtained for the LUMO energy (alpha / beta) is -1.027 / -0.527 eV. The charge is 0.


Entry 5:
Computed, not measured: 2 unconnected molecules or ions with the total composition C4H5P at a distorted geometry, with ωB97M-V/def2-TZVPD.

```
10
Properties=species:S:1:pos:R:3:forces:R:3
C -0.158485 1.148477 0.945039 0.367 0.868 0.891
C -0.483359 -0.616181 -1.397313 -0.613 2.810 4.852
C -1.014532 1.031473 -0.002771 -0.239 -4.406 -4.158
C 1.059525 0.647593 1.629982 -3.652 0.402 1.377
P 0.417889 2.289010 2.133433 0.236 0.649 0.545
H -0.842999 -0.403062 -2.335615 -0.415 0.159 -2.103
H 0.468098 -0.717935 -0.934589 0.741 -0.666 -0.528
H -1.946330 1.207845 -0.507464 0.072 1.072 0.736
H 0.828971 -0.132012 2.318229 -0.250 -0.587 0.663
H 1.898308 0.425626 1.153050 3.752 -0.301 -2.274
```
Positions in Å, forces in eV/Å.

The calculation puts the frontier orbital gap (alpha / beta) at 7.3275 / 8.0390 eV. The spin multiplicity is 1. The total energy comes out at -13509.4043 eV. The value obtained for the LUMO energy (alpha / beta) is -1.086 / 0.022 eV. The charge is 0.


Entry 6:
Computed, not measured: a gas-phase ion, C4H6 (charge -1) at a distorted geometry, with ωB97M-V/def2-TZVPD.

```
10
Properties=species:S:1:pos:R:3:forces:R:3
C 0.563377 0.046964 1.671846 2.219 -0.894 1.796
C 0.732707 -0.057056 0.332894 -0.341 -0.635 -1.484
C -0.104939 0.476378 -0.695544 -0.672 1.612 0.308
C -1.025163 -0.191410 -1.443810 -0.856 -1.449 -1.341
H -0.065106 0.457644 2.463845 -0.707 0.321 -1.270
H 1.363709 -0.505844 2.186647 0.080 0.234 0.183
H 1.585584 -0.634129 -0.110287 -0.585 -0.215 0.925
H -0.060835 1.588099 -0.710391 -0.564 -0.256 -0.191
H -1.701219 0.067657 -2.260777 0.517 1.661 -0.082
H -1.288114 -1.248304 -1.434423 0.907 -0.378 1.156
```
Positions in Å, forces in eV/Å.

The calculation puts the frontier orbital gap (alpha / beta) at 4.0707 / 8.4019 eV. The spin multiplicity is 2. The total energy comes out at -4241.5415 eV. The value obtained for the LUMO energy (alpha / beta) is 5.150 / 4.767 eV. The charge is -1.